# C87H192N8O13

A 13-piece molecular cluster, C87H192N8O13 overall (wB97M-V/def2-TZVPD, the Open Molecules 2025 dataset).

Calculated values
* strongest force on any atom: 2.86 eV Å⁻¹
* orbital gap: 8.954 eV
* lowest unoccupied orbital energy: 0.016 Eh
* energy above the lowest of the compared OMol25 structures with the same formula, charge and spin: 22.06 kJ/mol
* calculated total energy: -4845.7914 Ha

Each line ends with the Löwdin charge.
Positions of all 300 atoms, in Å:
C -1.43241 -1.34797 4.85290  -0.07
C -2.62122 -1.44359 5.73059  -0.51
C -2.17421 -1.86197 7.13521  -0.05
O -3.09073 -0.10193 5.75271  -0.08
H -1.02834 -2.37141 4.68204  0.09
H -0.76102 -0.60085 5.25133  0.09
H -1.69928 -0.99105 3.89471  0.05
H -3.37487 -2.14798 5.32874  0.14
H -2.96802 -2.13897 7.83669  0.07
H -1.71173 -0.92922 7.50009  0.09
H -1.46165 -2.68743 7.20683  0.08
H -3.81463 -0.04921 6.43176  0.11
C -3.19501 -4.03731 2.24163  -0.06
C -2.04193 -4.59446 1.42483  -0.48
C -0.97186 -5.16667 2.37342  -0.04
O -2.59697 -5.66933 0.67068  -0.04
H -3.87145 -3.58796 1.48452  0.08
H -2.91606 -3.24817 2.91582  0.05
H -3.69798 -4.80725 2.80044  0.09
H -1.64112 -3.76753 0.85492  0.11
H -0.44464 -4.32686 2.88637  0.07
H -0.14704 -5.62932 1.81811  0.05
H -1.42414 -5.99835 2.95415  0.10
H -2.05909 -6.04155 -0.01051  0.07
C -1.38712 3.30854 3.75928  -0.05
C -2.19778 4.47235 4.24082  -0.51
C -2.08907 5.65359 3.29668  -0.05
O -3.52341 3.99481 4.37759  -0.03
H -1.69055 3.06276 2.70820  0.08
H -1.50021 2.39841 4.33228  0.08
H -0.30533 3.64743 3.70672  0.08
H -1.75817 4.76706 5.19760  0.13
H -1.07980 6.04337 3.33856  0.06
H -2.76327 6.48903 3.48308  0.08
H -2.19843 5.25711 2.28316  0.08
H -4.08146 4.60264 4.82104  0.07
C -4.80192 -3.33834 -2.16837  -0.03
C -4.24228 -3.30250 -3.60518  -0.51
C -3.19196 -4.35880 -3.81197  -0.05
O -5.25485 -3.42405 -4.58328  -0.05
H -5.39430 -2.40248 -2.01383  0.07
H -4.01701 -3.26056 -1.44947  0.05
H -5.42536 -4.17578 -1.96915  0.07
H -3.78591 -2.35551 -3.74688  0.10
H -2.35285 -3.92792 -3.20591  0.08
H -2.88553 -4.34645 -4.85884  0.08
H -3.49385 -5.39047 -3.55868  0.09
H -5.88341 -2.69961 -4.37926  0.04
C -2.46361 0.11705 -6.82791  -0.05
C -3.92679 -0.02639 -7.30581  -0.47
C -4.05734 0.64795 -8.66194  -0.06
O -4.30187 -1.42887 -7.32403  -0.04
H -2.29262 -0.53654 -5.97336  0.05
H -2.14979 1.08602 -6.48700  0.07
H -1.83242 -0.23033 -7.62761  0.07
H -4.58249 0.56158 -6.61988  0.11
H -5.07839 0.65390 -9.01065  0.06
H -3.35107 0.16648 -9.37742  0.10
H -3.79357 1.69564 -8.60842  0.08
H -4.47783 -1.68315 -6.42575  0.05
C 0.52038 1.64598 0.28265  -0.02
C 0.73551 0.24894 -0.30510  -0.45
C 0.10002 -0.75850 0.69409  -0.12
C -1.41466 -0.72099 0.62617  -0.18
C -1.89806 -0.98224 -0.77107  -0.12
C -1.42787 0.12036 -1.76769  -0.49
N 0.02663 0.05838 -1.58788  -0.06
O 0.70190 1.03361 -2.44417  -0.06
C -1.74552 -0.33994 -3.16258  -0.03
C -2.05025 1.51896 -1.53715  0.01
C 2.25936 -0.05842 -0.53372  0.02
H 1.13623 1.79456 1.16436  0.08
H -0.49746 1.82585 0.64161  0.06
H 0.71161 2.42819 -0.43861  0.05
H 0.57289 -1.71940 0.43702  0.11
H 0.48306 -0.42484 1.63082  0.10
H -1.78520 0.26041 1.00644  0.09
H -1.84187 -1.53346 1.28989  0.11
H -2.99479 -1.07320 -0.84885  0.11
H -1.41622 -1.87429 -1.18673  0.11
H -2.80914 -0.16815 -3.31931  0.07
H -1.24527 0.31260 -3.85721  0.07
H -1.55134 -1.38948 -3.32776  0.08
H -1.47654 2.31242 -1.98970  0.07
H -3.01761 1.53552 -1.98256  0.06
H -2.12189 1.75536 -0.47784  0.06
H 2.38232 -0.65228 -1.47597  0.08
H 2.74553 -0.61576 0.22703  0.05
H 2.77454 0.86005 -0.65906  0.06
H 0.65243 0.68750 -3.37335  0.11
C 5.10390 -2.39746 4.56501  -0.02
C 4.17279 -3.61894 4.48826  -0.54
C 2.69474 -3.27211 4.56603  -0.14
C 2.21699 -2.68518 3.24124  -0.17
C 2.43884 -3.66410 2.05244  -0.12
C 3.95325 -3.91665 1.95517  -0.47
N 4.41218 -4.44851 3.28601  -0.05
O 5.83550 -4.81953 3.12785  -0.04
C 4.07344 -5.09132 0.93815  -0.04
C 4.62589 -2.67785 1.38680  -0.03
C 4.41528 -4.52686 5.69239  -0.04
H 4.77454 -1.70191 3.76031  0.06
H 6.20107 -2.63701 4.47843  0.11
H 4.93128 -1.95808 5.55417  0.08
H 2.11931 -4.18182 4.73641  0.12
H 2.57722 -2.67569 5.49626  0.13
H 2.84445 -1.77825 3.14054  0.07
H 1.19996 -2.32992 3.31399  0.08
H 2.08305 -3.23715 1.11459  0.10
H 1.90716 -4.59505 2.25302  0.10
H 3.65019 -6.04271 1.24731  0.09
H 3.61733 -4.82628 0.00528  0.04
H 5.14556 -5.32547 0.70586  0.09
H 4.13167 -1.69269 1.66837  0.06
H 5.64593 -2.50785 1.73628  0.08
H 4.63788 -2.76760 0.30316  0.07
H 4.18552 -3.94013 6.60377  0.09
H 5.44729 -4.79745 5.73339  0.07
H 3.74775 -5.35745 5.66411  0.07
H 5.81895 -5.78510 3.26610  0.11
C -5.69485 0.97266 -3.40411  -0.04
C -7.09908 0.95295 -4.09459  -0.48
C -7.17693 2.17389 -5.01584  -0.15
C -8.40420 2.12699 -5.94485  -0.14
C -8.27979 0.80996 -6.77358  -0.10
C -8.28467 -0.47004 -5.88273  -0.50
N -7.14667 -0.29071 -4.93164  -0.03
O -7.06683 -1.37892 -4.02705  -0.08
C -9.66989 -0.63280 -5.21106  -0.02
C -8.00126 -1.71048 -6.69990  -0.01
C -8.11756 1.18608 -2.94708  -0.02
H -5.61210 1.77198 -2.66352  0.07
H -4.98282 1.02294 -4.21593  0.06
H -5.55159 0.01362 -2.81920  0.09
H -6.91678 3.06247 -4.43922  0.13
H -6.30602 2.06763 -5.66452  0.10
H -8.44193 3.05279 -6.56761  0.12
H -9.25988 2.14035 -5.31848  0.07
H -7.30418 0.80900 -7.27124  0.11
H -9.06512 0.72844 -7.49855  0.11
H -10.45685 -0.88679 -5.91737  0.09
H -9.65222 -1.41929 -4.48269  0.07
H -10.00333 0.25070 -4.64430  0.07
H -7.17733 -1.46491 -7.33099  0.07
H -7.78464 -2.53357 -6.00774  0.09
H -8.94027 -2.00224 -7.22372  0.10
H -7.67915 1.95774 -2.33287  0.07
H -8.21457 0.36559 -2.26129  0.07
H -9.06361 1.54257 -3.37390  0.07
H -7.92227 -1.65823 -3.68805  0.10
C 1.13250 6.31759 1.48069  -0.03
C 2.40622 6.53893 0.57527  -0.47
C 3.45448 5.39236 0.67999  -0.14
C 2.94691 4.16636 -0.01611  -0.19
C 2.86146 4.45326 -1.54099  -0.12
C 1.77547 5.52335 -1.74980  -0.50
N 2.16158 6.69843 -0.87412  -0.07
O 1.17480 7.75801 -1.07090  -0.05
C 1.90107 5.97655 -3.17831  -0.06
C 0.33047 4.97743 -1.52074  -0.02
C 3.01615 7.90682 1.04555  -0.04
H 0.88971 5.25798 1.61723  0.06
H 0.23278 6.75163 1.08431  0.07
H 1.32792 6.82971 2.40701  0.07
H 4.41690 5.67781 0.25523  0.12
H 3.66886 5.20471 1.75376  0.11
H 1.91657 4.05641 0.37363  0.07
H 3.51047 3.29896 0.36098  0.09
H 2.61280 3.57557 -2.23981  0.14
H 3.82691 4.86030 -1.91128  0.11
H 1.18754 6.75573 -3.45291  0.08
H 2.90130 6.36740 -3.37505  0.09
H 1.69500 5.15074 -3.85649  0.09
H 0.18877 4.17605 -2.21238  0.06
H 0.07839 4.59044 -0.52878  0.07
H -0.44428 5.68043 -1.83397  0.09
H 3.79241 8.24074 0.33185  0.09
H 3.58710 7.80898 1.98940  0.08
H 2.19040 8.60921 1.14432  0.07
H 1.58884 8.28831 -1.77971  0.11
C 1.01291 -5.60469 -1.23139  -0.03
C 1.79139 -5.08737 -2.47042  -0.52
C 1.52807 -3.52864 -2.37356  -0.13
C 2.32634 -2.77948 -3.41641  -0.17
C 3.78683 -2.98776 -3.09815  -0.15
C 4.15410 -4.45708 -3.26926  -0.46
N 3.22326 -5.24814 -2.36482  -0.08
O 3.48454 -6.64055 -2.52981  -0.02
C 4.15641 -4.92473 -4.75265  -0.02
C 5.59359 -4.62521 -2.75189  -0.04
C 1.10930 -5.65575 -3.71408  -0.02
H 1.02968 -6.68713 -1.08010  0.08
H -0.07166 -5.25623 -1.33298  0.09
H 1.36525 -5.17634 -0.27684  0.06
H 0.44641 -3.38581 -2.42378  0.10
H 1.78151 -3.21976 -1.35769  0.10
H 2.05246 -1.72151 -3.48434  0.10
H 2.19183 -3.10559 -4.46443  0.11
H 3.98795 -2.74454 -2.07699  0.09
H 4.52145 -2.40409 -3.64477  0.12
H 3.64540 -5.95952 -4.83414  0.11
H 3.58240 -4.32336 -5.44209  0.06
H 5.11739 -5.01500 -5.22995  0.07
H 6.28954 -4.02807 -3.30792  0.07
H 5.67580 -4.31510 -1.72168  0.07
H 5.92947 -5.67012 -2.84250  0.09
H 1.49201 -5.23480 -4.65292  0.08
H 0.02051 -5.49535 -3.58213  0.08
H 1.24555 -6.74248 -3.59517  0.09
H 3.92520 -6.85974 -1.71145  0.09
C -8.63069 0.72333 4.08043  -0.03
C -7.18924 0.37037 3.72853  -0.50
C -7.11215 -1.11824 3.50932  -0.12
C -5.72531 -1.56525 2.81423  -0.15
C -5.66330 -0.90162 1.44194  -0.13
C -5.73549 0.65878 1.60676  -0.50
N -6.89434 1.02309 2.37728  -0.05
O -6.75570 2.43876 2.61989  -0.04
C -4.30131 1.17009 2.06058  0.00
C -5.92955 1.23545 0.19304  -0.03
C -6.16916 0.76351 4.80701  -0.02
H -8.71272 1.82177 4.29330  0.10
H -8.99318 0.24182 4.97965  0.08
H -9.29563 0.46955 3.28849  0.07
H -7.17857 -1.61786 4.48561  0.12
H -7.88978 -1.46321 2.85159  0.11
H -5.71250 -2.71521 2.74584  0.12
H -4.93402 -1.26096 3.46952  0.07
H -6.54477 -1.28538 0.93008  0.12
H -4.74805 -1.01997 0.79606  0.11
H -4.02860 0.70384 2.97566  0.05
H -3.69661 0.77132 1.24485  0.05
H -4.27922 2.25363 2.10939  0.08
H -6.73760 0.82514 -0.39821  0.07
H -5.96704 2.30662 0.26882  0.08
H -5.00396 0.98077 -0.36551  0.07
H -6.48804 0.29589 5.73942  0.09
H -6.21509 1.81865 5.05071  0.08
H -5.14202 0.50533 4.59327  0.04
H -5.99540 2.52483 3.19807  0.05
C 5.77928 1.04257 -3.12205  -0.03
C 6.65642 1.56607 -2.03321  -0.51
C 6.05899 1.45396 -0.61571  -0.14
C 5.84619 0.03665 -0.19348  -0.20
C 7.23061 -0.60067 -0.11240  -0.11
C 8.02829 -0.50845 -1.46431  -0.52
N 7.99567 0.88218 -1.99323  -0.06
O 8.58945 0.77262 -3.28172  -0.06
C 9.44118 -0.92181 -1.13509  -0.06
C 7.52339 -1.51743 -2.53561  -0.02
C 6.87196 3.05619 -2.26375  -0.03
H 5.07855 1.78429 -3.53334  0.09
H 5.12024 0.21870 -2.87127  0.07
H 6.32427 0.83096 -4.03880  0.09
H 6.80828 1.85349 0.10039  0.13
H 5.15936 2.07958 -0.56308  0.10
H 5.34558 -0.43528 -1.04835  0.09
H 5.18260 -0.05215 0.68510  0.09
H 7.25197 -1.67365 0.20565  0.12
H 7.86945 0.02833 0.54910  0.12
H 9.76742 -0.06782 -0.44758  0.11
H 9.42862 -1.89315 -0.57882  0.10
H 10.05791 -1.08462 -1.99867  0.07
H 7.80642 -1.14359 -3.51604  0.08
H 8.01194 -2.46027 -2.24470  0.09
H 6.49250 -1.73122 -2.47916  0.03
H 7.61012 3.56881 -1.61958  0.10
H 5.91042 3.50808 -2.08062  0.06
H 7.17663 3.07762 -3.32550  0.09
H 9.39922 1.30847 -3.29555  0.12
C 5.73327 5.13926 4.65355  -0.04
C 4.78667 4.06471 5.11377  -0.53
C 3.39867 4.70747 5.02918  -0.14
C 2.24122 3.73237 5.15231  -0.17
C 2.39092 2.67221 4.11083  -0.16
C 3.67677 1.89382 4.31285  -0.49
N 4.81802 2.87154 4.18589  -0.03
O 6.09276 2.18471 4.44115  -0.04
C 3.62384 0.97800 5.52395  -0.01
C 3.80507 1.10043 3.03826  -0.05
C 5.09239 3.74238 6.55715  -0.03
H 6.74805 5.11426 5.08437  0.09
H 5.37150 6.11013 4.93997  0.07
H 5.71406 5.15305 3.56172  0.08
H 3.35133 5.49835 5.80739  0.13
H 3.26727 5.26718 4.10301  0.10
H 1.26481 4.17171 5.19255  0.09
H 2.39064 3.29340 6.14288  0.10
H 2.43704 3.18860 3.15213  0.11
H 1.60567 1.94780 4.04604  0.11
H 4.59248 0.60102 5.81769  0.08
H 3.08269 1.29405 6.39910  0.07
H 3.06874 0.05598 5.23622  0.09
H 3.01225 0.37046 2.94087  0.07
H 3.84563 1.69907 2.18317  0.06
H 4.72676 0.52874 3.03082  0.07
H 6.00735 3.16616 6.63914  0.08
H 4.27706 3.17245 6.99735  0.07
H 5.15489 4.65675 7.16358  0.10
H 6.45975 2.10075 3.53209  0.11